# 1
The following is a quantum chemistry calculation of a molecular structure, C39H53AsNO7P2RuS2, from the OMol25 dataset.

CARTESIAN COORDINATES (ANGSTROEM)
Ru  0.90  0.51  0.35
O  4.10  3.27  0.36
C  3.57  2.22  0.05
O  2.31  2.08  -0.25
C  4.42  0.95  -0.09
C  3.93  0.11  -1.28
C  4.96  -0.94  -1.68
C  4.83  -1.97  -0.54
C  3.75  -1.32  0.33
O  2.90  -0.70  -0.67
C  4.32  -0.10  1.07
C  3.43  0.31  2.24
O  3.89  0.69  3.29
O  2.14  0.19  2.00
H  5.46  1.27  -0.21
H  3.51  0.70  -2.09
H  5.96  -0.51  -1.77
H  4.70  -1.38  -2.65
H  5.75  -2.12  0.02
H  4.48  -2.94  -0.90
H  3.16  -2.00  0.93
H  5.31  -0.30  1.49
C  1.62  3.57  -3.05
C  1.47  2.17  -3.63
As  0.50  0.88  -2.49
C  1.06  -0.81  -3.32
C  0.80  -0.96  -4.81
C  -1.31  1.06  -3.25
C  -1.90  2.45  -3.12
H  2.27  4.17  -3.69
H  2.06  3.55  -2.05
H  0.66  4.08  -3.00
H  2.45  1.73  -3.82
H  0.95  2.18  -4.59
H  0.59  -1.61  -2.75
H  2.13  -0.90  -3.11
H  -0.27  -1.03  -5.03
H  1.26  -1.87  -5.19
H  1.20  -0.13  -5.39
H  -1.93  0.30  -2.76
H  -1.24  0.78  -4.30
H  -1.94  2.80  -2.08
H  -2.92  2.48  -3.52
H  -1.31  3.18  -3.67
S  1.57  -4.01  -0.75
P  0.29  -3.21  0.49
S  -0.55  -1.41  -0.10
C  -1.19  -4.24  0.76
C  -1.28  -5.49  0.16
C  -2.40  -6.28  0.37
C  -3.42  -5.84  1.20
C  -3.33  -4.60  1.81
C  -2.22  -3.79  1.59
C  0.97  -2.93  2.16
C  0.41  -1.99  3.02
C  0.95  -1.81  4.29
C  2.04  -2.56  4.69
C  2.60  -3.50  3.84
C  2.06  -3.69  2.57
H  -0.47  -5.82  -0.48
H  -2.47  -7.25  -0.10
H  -4.29  -6.46  1.37
H  -4.12  -4.25  2.46
H  -2.16  -2.82  2.06
H  -0.42  -1.37  2.70
H  0.53  -1.06  4.95
H  2.48  -2.40  5.67
H  3.45  -4.08  4.15
H  2.50  -4.40  1.89
C  -0.60  1.93  3.50
P  0.24  2.48  1.99
C  1.69  3.36  2.65
C  -0.78  3.81  1.29
C  -1.73  4.51  2.03
C  -2.46  5.54  1.45
C  -2.24  5.88  0.12
C  -1.29  5.20  -0.62
C  -0.57  4.17  -0.04
H  -0.64  2.73  4.24
H  0.00  1.12  3.91
H  -1.60  1.56  3.28
H  1.33  4.14  3.32
H  2.27  3.79  1.84
H  2.32  2.66  3.20
H  -1.91  4.26  3.07
H  -3.20  6.07  2.03
H  -2.81  6.68  -0.33
H  -1.11  5.47  -1.66
H  0.19  3.64  -0.62
O  -2.76  0.38  2.03
C  -3.03  0.53  0.87
O  -2.23  1.14  0.00
C  -4.34  0.04  0.26
N  -4.38  0.31  -1.19
C  -4.57  -0.98  -1.88
C  -5.22  -1.90  -0.85
C  -4.49  -1.48  0.42
H  -5.15  0.57  0.78
H  -2.74  1.16  -0.84
H  -5.12  0.95  -1.41
H  -3.60  -1.38  -2.18
H  -5.16  -0.83  -2.79
H  -5.09  -2.95  -1.09
H  -6.29  -1.69  -0.78
H  -3.50  -1.95  0.46
H  -5.02  -1.74  1.34

Summary:
Spin multiplicity: 6
Lowest unoccupied orbital energy (alpha / beta), eV: 0.3 / -1.4
Largest force on an atom, eV Å⁻¹: 0.80
Gap between HOMO and LUMO (alpha / beta), eV: 8.07 / 6.81
Relative energy (zero: lowest compared OMol25 entry of this formula, charge and spin), kJ/mol: 0.0

These are the Mulliken partial charges, in e, on atoms 1 to 99: 3.814, -0.721, -0.614, -0.265, 0.377, -0.610, -0.802, -0.649, 0.535, 0.699, 0.566, -1.050, -0.733, -0.138, 0.520, 0.239, 0.362, 0.342, 0.382, 0.283, -1.177, 0.538, -0.830, -1.189, 0.699, 0.362, -1.591, -0.143, -1.158, 0.438, 0.018, 0.079, 0.638, 0.670, 0.091, -0.303, 0.314, 0.430, 0.322, -0.219, 0.696, 0.000, 0.454, 0.332, -0.589, 0.870, -0.721, 0.667, -0.756, -0.667, -0.626, -0.502, -0.321, 0.464, 0.149, -0.931, -0.701, -0.748, -0.756, 0.414, 0.424, 0.397, 0.403, 0.415, 0.212, 0.401, 0.418, 0.416, 0.480, -1.159, 0.967, -1.392, -0.023, -0.644, -0.725, -0.736, -0.441, 0.116, 0.567, 0.070, 0.308, 0.537, 0.306, 0.404, 0.345, 0.416, 0.411, 0.428, -0.116, -0.679, -0.462, 0.171, 0.562, -0.446, -0.623, -0.932, 0.006, 0.362, -0.029



# 2
The following is a quantum chemistry calculation of a molecular structure, C39H53Cl4FeN2O8P2SeTe in a non-equilibrium geometry, from the OMol25 dataset.

CARTESIAN COORDINATES (ANGSTROEM)
Fe  -0.22  -0.13  1.52
Cl  -6.86  0.26  3.65
C  -5.18  -0.08  3.64
C  -4.47  -0.08  4.82
Cl  -5.29  0.08  6.34
C  -3.08  -0.30  4.80
Cl  -2.22  -0.36  6.32
C  -2.38  -0.39  3.61
O  -1.05  -0.49  3.55
C  -3.08  -0.34  2.39
O  -2.41  -0.42  1.27
C  -4.47  -0.21  2.45
Cl  -5.32  -0.11  0.96
C  -3.56  5.12  -0.48
C  -3.66  4.35  0.79
C  -4.86  3.44  0.85
O  -2.43  3.61  1.07
P  -1.44  2.84  0.17
O  -0.60  1.99  1.03
C  -2.36  1.80  -0.99
P  -1.45  0.49  -1.83
O  -0.75  -0.41  -0.89
O  -2.56  -0.22  -2.67
C  -3.49  -1.16  -2.06
C  -4.85  -0.58  -2.29
C  -3.31  -2.50  -2.77
O  -0.58  1.26  -2.85
C  0.37  0.71  -3.79
C  -0.29  0.68  -5.16
C  0.98  -0.62  -3.35
O  -0.61  3.87  -0.66
C  0.83  3.90  -0.38
C  1.61  2.92  -1.22
C  1.31  5.31  -0.64
H  -4.40  5.78  -0.51
H  -3.67  4.42  -1.31
H  -2.64  5.71  -0.58
H  -3.72  5.06  1.64
H  -4.93  2.71  0.03
H  -5.78  4.07  0.88
H  -4.84  2.84  1.78
H  -2.91  2.36  -1.71
H  -3.12  1.22  -0.39
H  -3.28  -1.29  -0.97
H  -5.04  -0.52  -3.35
H  -4.90  0.44  -1.91
H  -5.62  -1.17  -1.81
H  -3.48  -2.32  -3.83
H  -4.05  -3.21  -2.39
H  -2.30  -2.88  -2.64
H  1.14  1.47  -3.82
H  -1.17  0.04  -5.21
H  0.43  0.38  -5.90
H  -0.60  1.68  -5.42
H  0.23  -1.40  -3.40
H  1.43  -0.55  -2.36
H  1.75  -0.92  -4.05
H  0.93  3.65  0.70
H  1.33  3.11  -2.25
H  1.31  1.89  -1.02
H  2.66  3.00  -1.08
H  1.10  5.51  -1.70
H  2.38  5.38  -0.46
H  0.76  6.06  -0.05
N  0.67  1.29  3.97
C  1.22  2.25  4.72
C  2.29  2.76  3.99
C  2.36  1.99  2.83
N  1.35  1.10  2.82
H  -0.13  0.63  4.12
H  0.79  2.52  5.66
H  2.96  3.59  4.25
H  3.01  2.06  1.97
C  -0.19  -5.39  0.90
Te  -1.05  -3.48  0.48
C  0.09  -3.57  -1.29
C  0.18  -5.06  -1.58
C  0.48  -5.54  -2.84
C  0.60  -6.91  -3.08
C  0.52  -7.77  -2.00
C  0.24  -7.29  -0.73
C  0.06  -5.94  -0.50
H  -0.87  -6.04  1.47
H  0.74  -5.26  1.44
H  1.06  -3.09  -1.12
H  -0.38  -3.05  -2.11
H  0.67  -4.82  -3.62
H  0.81  -7.27  -4.08
H  0.66  -8.84  -2.12
H  0.24  -7.99  0.12
C  8.11  0.15  1.54
C  6.64  -0.06  1.37
C  5.78  -0.48  2.37
C  4.43  -0.80  2.10
C  3.60  -1.32  3.22
C  3.90  -0.59  0.82
Se  2.05  -0.90  0.27
C  4.75  -0.15  -0.19
C  4.22  0.08  -1.57
C  6.08  0.08  0.10
H  8.52  -0.08  2.53
H  8.40  1.20  1.36
H  8.66  -0.42  0.80
H  6.26  -0.71  3.33
H  3.65  -2.44  3.32
H  2.55  -1.08  3.12
H  3.90  -0.94  4.20
H  3.42  0.82  -1.53
H  3.74  -0.85  -1.98
H  5.00  0.42  -2.29
H  6.74  0.46  -0.67

Summary:
Spin multiplicity: 5
Total charge: -1
Lowest unoccupied orbital energy (alpha / beta), eV: 2.2 / 2.2
Largest force on an atom, eV Å⁻¹: 2.09
Gap between HOMO and LUMO (alpha / beta), eV: 6.48 / 6.48
Relative energy (zero: lowest compared OMol25 entry of this formula, charge and spin), kJ/mol: 0.0

These are the Mulliken partial charges, in e, on atoms 1 to 99: 1.351, -0.239, -0.089, 0.398, -0.253, 0.153, -0.247, 0.156, -1.112, -1.192, 0.120, 0.498, -0.176, -1.380, 0.542, -0.922, -0.275, -0.563, -0.171, 0.287, -0.842, 1.652, -0.284, 2.167, -1.807, -1.480, -0.144, 0.711, -1.727, -1.046, -0.225, 0.791, -0.605, -1.731, 0.543, 0.251, 0.242, 0.377, 0.003, 0.480, 0.220, 1.027, -0.939, -0.428, 0.425, 0.230, 0.402, 0.382, 0.377, 0.182, 0.323, 0.212, 0.468, 0.429, 0.259, -0.195, 0.578, 0.133, 0.194, -0.543, 0.845, 0.361, 0.383, 0.434, 0.148, -0.372, -1.261, -0.426, 0.315, 0.188, 0.503, 0.370, 0.584, -1.172, 0.271, 0.536, 0.319, -0.569, -0.674, -0.500, -0.671, 0.547, 0.525, 0.387, 0.147, -0.752, 0.442, 0.383, 0.374, 0.365, -1.532, 0.740, -1.061, 1.249, -1.533, -0.039, -0.124, 0.873, -1.354



# 3
The following is a quantum chemistry calculation of a molecular structure, C39H53F5N4O5PSZr in a non-equilibrium geometry, from the OMol25 dataset.

CARTESIAN COORDINATES (ANGSTROEM)
Zr  0.79  1.05  -0.69
N  1.60  0.50  1.49
C  2.79  1.38  1.66
C  3.09  2.20  0.39
O  3.51  3.33  0.46
N  2.85  1.45  -0.76
C  3.21  2.04  -2.05
C  2.23  1.58  -3.14
O  2.35  1.81  -4.30
O  1.18  0.88  -2.62
H  0.84  0.86  2.08
H  1.82  -0.46  1.81
H  3.68  0.77  1.84
H  2.67  2.09  2.49
H  4.21  1.72  -2.38
H  3.23  3.14  -2.01
C  -4.39  -0.66  2.27
C  -3.45  -0.35  3.41
C  -2.12  0.22  2.95
N  -2.30  1.52  2.31
C  -2.30  1.74  1.02
S  -1.88  0.51  -0.12
N  -2.60  2.97  0.50
C  -2.76  4.26  1.08
O  -2.39  5.20  0.42
C  -3.44  4.40  2.39
C  -4.68  3.80  2.62
C  -5.32  4.00  3.83
C  -4.72  4.78  4.81
C  -3.49  5.38  4.57
C  -2.85  5.21  3.36
H  -5.31  -1.11  2.63
H  -3.94  -1.34  1.55
H  -4.67  0.24  1.72
H  -3.23  -1.26  3.98
H  -3.92  0.34  4.12
H  -1.64  -0.44  2.23
H  -1.45  0.38  3.79
H  -2.62  2.27  2.92
H  -2.39  3.04  -0.49
H  -5.15  3.20  1.84
H  -6.29  3.57  4.01
H  -5.22  4.94  5.75
H  -3.03  5.99  5.33
H  -1.90  5.68  3.15
F  1.26  7.69  -1.24
C  1.01  6.46  -0.79
C  1.10  6.19  0.57
F  1.44  7.15  1.41
C  0.84  4.91  1.05
F  0.94  4.66  2.37
C  0.49  3.89  0.18
O  0.29  2.61  0.56
C  0.38  4.20  -1.17
F  -0.03  3.16  -1.97
C  0.64  5.45  -1.68
F  0.53  5.70  -2.98
C  -0.27  -4.92  1.91
C  -1.41  -4.16  1.22
C  -0.91  -2.87  0.55
C  0.49  -3.09  -0.03
C  1.49  -3.32  1.12
C  0.82  -3.95  2.35
P  0.99  -1.75  -1.18
C  2.74  -2.04  -1.67
C  3.01  -3.41  -2.33
C  4.51  -3.73  -2.35
C  5.32  -2.45  -2.51
C  5.15  -1.57  -1.26
C  3.79  -1.79  -0.60
C  0.08  -2.04  -2.77
C  -0.08  -3.52  -3.22
C  -1.52  -4.01  -3.09
C  -2.46  -3.20  -3.98
C  -2.02  -1.74  -4.09
C  -1.26  -1.31  -2.84
H  0.16  -5.65  1.23
H  -0.65  -5.48  2.76
H  -2.19  -3.90  1.94
H  -1.88  -4.80  0.47
H  -0.84  -2.06  1.28
H  -1.62  -2.53  -0.20
H  0.47  -4.01  -0.63
H  1.98  -2.38  1.41
H  2.30  -3.96  0.77
H  0.39  -3.17  2.98
H  1.57  -4.45  2.95
H  2.86  -1.26  -2.45
H  2.64  -3.39  -3.36
H  2.47  -4.21  -1.82
H  4.72  -4.44  -3.15
H  4.80  -4.22  -1.42
H  4.98  -1.92  -3.40
H  6.37  -2.67  -2.68
H  5.26  -0.52  -1.52
H  5.94  -1.80  -0.54
H  3.54  -0.91  0.02
H  3.83  -2.65  0.07
H  0.75  -1.54  -3.49
H  0.60  -4.19  -2.70
H  0.21  -3.58  -4.28
H  -1.83  -3.94  -2.04
H  -1.57  -5.07  -3.35
H  -3.48  -3.25  -3.58
H  -2.51  -3.65  -4.97
H  -2.88  -1.09  -4.25
H  -1.37  -1.60  -4.96
H  -1.88  -1.53  -1.97
H  -1.09  -0.22  -2.86

Summary:
Total charge: +1
Lowest unoccupied orbital energy, eV: -2.9
Largest force on an atom, eV Å⁻¹: 1.85
Gap between HOMO and LUMO, eV: 8.39
Relative energy (zero: lowest compared OMol25 entry of this formula, charge and spin), kJ/mol: 47.9

These are the Mulliken partial charges, in e, on atoms 1 to 99: -1.193, -0.492, -0.845, 0.587, -0.676, 0.418, -0.716, 0.555, -0.620, -0.514, 0.280, 0.211, 0.407, 0.462, 0.526, 0.396, -0.830, -0.649, 0.079, 0.151, 0.330, -0.411, 0.104, 0.205, -0.532, -0.231, 0.329, -0.740, -0.459, -0.719, -0.392, 0.438, 0.032, 0.189, 0.437, 0.407, -0.531, 0.457, 0.148, 0.311, 0.459, 0.450, 0.419, 0.445, 0.494, -0.308, 0.443, 0.624, -0.322, -0.161, -0.438, 1.269, 0.242, -0.228, -0.735, 0.260, -0.315, -0.808, -0.942, 0.207, 1.407, -1.063, -0.960, 0.695, -0.008, -0.737, -0.900, -0.708, -0.801, 0.154, 0.580, -1.166, -0.460, -0.957, -1.204, 0.034, 0.326, 0.501, 0.503, 0.216, -0.912, 0.133, 1.032, 0.089, 0.290, 0.265, 0.542, 0.286, 0.317, 0.099, 0.527, 0.337, 0.297, 0.494, 0.168, 0.515, -1.073, 0.535, 0.888



# 4
The following is a quantum chemistry calculation of a molecular structure, C39H54BBrCoN12O3S3, from the OMol25 dataset.

CARTESIAN COORDINATES (ANGSTROEM)
Co  0.43  0.47  -0.66
C  2.76  0.97  3.66
C  3.41  -0.42  3.71
C  3.73  -0.74  5.17
C  4.71  -0.45  2.91
N  2.48  -1.46  3.17
C  2.09  -2.59  3.88
C  1.36  -3.35  3.04
N  1.30  -2.70  1.83
B  0.58  -3.45  0.67
N  -0.95  -3.39  0.78
C  -1.67  -4.23  -0.05
C  -2.96  -3.91  0.06
N  -3.05  -2.87  1.00
C  -1.80  -2.56  1.46
S  -1.38  -1.49  2.70
C  -4.37  -2.20  1.22
C  -5.37  -3.27  1.66
C  -4.80  -1.57  -0.11
C  -4.34  -1.11  2.29
N  1.10  -3.08  -0.75
C  2.18  -3.77  -1.27
C  2.27  -3.48  -2.57
N  1.24  -2.59  -2.87
C  0.52  -2.38  -1.74
S  -0.83  -1.34  -1.53
C  0.93  -2.18  -4.27
C  -0.03  -3.22  -4.85
C  2.25  -2.17  -5.06
C  0.32  -0.79  -4.37
C  1.97  -1.55  1.91
S  2.22  -0.37  0.67
H  3.34  1.65  4.29
H  1.74  0.92  4.06
H  2.73  1.37  2.65
H  4.40  0.03  5.53
H  4.23  -1.70  5.28
H  2.83  -0.72  5.79
H  5.39  0.32  3.30
H  4.54  -0.26  1.85
H  5.20  -1.42  3.02
H  2.34  -2.76  4.90
H  0.85  -4.28  3.21
H  0.90  -4.62  0.78
H  -1.19  -4.97  -0.66
H  -3.82  -4.32  -0.42
H  -5.56  -4.02  0.89
H  -6.33  -2.80  1.89
H  -5.01  -3.78  2.55
H  -4.96  -2.31  -0.89
H  -4.02  -0.88  -0.46
H  -5.72  -1.01  0.04
H  -4.06  -1.49  3.27
H  -5.35  -0.70  2.34
H  -3.65  -0.31  2.04
H  2.79  -4.41  -0.65
H  3.00  -3.79  -3.30
H  0.41  -4.22  -4.82
H  -0.26  -2.97  -5.89
H  -0.96  -3.23  -4.28
H  2.61  -3.17  -5.28
H  3.03  -1.63  -4.51
H  2.08  -1.67  -6.01
H  -0.69  -0.75  -3.97
H  0.29  -0.52  -5.42
H  0.91  -0.05  -3.83
Br  3.51  4.83  1.20
C  1.80  5.14  0.45
C  1.25  6.41  0.49
C  -0.01  6.61  -0.07
C  -0.70  5.55  -0.64
C  -0.14  4.28  -0.68
C  1.12  4.08  -0.13
C  -0.91  3.14  -1.31
O  -2.11  3.31  -1.54
O  -0.24  2.08  -1.59
H  1.79  7.23  0.94
H  -0.45  7.60  -0.04
H  -1.69  5.69  -1.07
H  1.57  3.10  -0.12
N  -4.66  1.96  -0.32
C  -4.41  1.71  0.99
O  -5.27  1.53  1.83
C  -2.96  1.65  1.35
C  -2.50  2.18  2.55
C  -1.16  2.09  2.86
C  -0.30  1.48  1.96
N  -0.74  0.96  0.82
C  -2.04  1.04  0.52
H  -5.62  2.04  -0.60
H  -3.93  2.26  -0.95
H  -3.21  2.65  3.22
H  -0.76  2.50  3.78
H  0.75  1.36  2.16
H  -2.35  0.58  -0.41
C  2.91  4.55  -4.22
C  3.94  3.49  -4.63
C  3.39  2.56  -5.71
C  4.51  2.71  -3.45
N  3.59  1.69  -2.93
C  2.38  1.82  -2.40
N  1.96  0.63  -2.05
N  2.94  -0.24  -2.39
N  3.92  0.38  -2.91
H  2.73  5.23  -5.05
H  3.24  5.13  -3.36
H  1.95  4.10  -3.97
H  4.81  4.02  -5.05
H  2.51  2.03  -5.36
H  4.13  1.82  -6.02
H  3.10  3.13  -6.60
H  4.78  3.37  -2.63
H  5.39  2.15  -3.75
H  1.83  2.73  -2.29

Summary:
Spin multiplicity: 2
Lowest unoccupied orbital energy (alpha / beta), eV: 0.3 / 0.4
Largest force on an atom, eV Å⁻¹: 0.95
Gap between HOMO and LUMO (alpha / beta), eV: 6.84 / 6.86

These are the Mulliken partial charges, in e, on atoms 1 to 99: -0.310, -1.404, 1.458, -2.313, -1.556, 0.610, -0.273, -1.391, -0.130, 0.603, 0.048, -1.565, -0.072, 0.499, 0.438, -0.333, 1.855, -1.835, -1.415, -3.189, 0.489, -1.257, -0.658, 0.856, -0.161, -0.462, 1.540, -1.878, -1.990, -1.854, -0.060, -0.101, 0.618, 0.380, 0.080, 0.473, 0.513, 0.457, 0.467, 0.266, 0.375, 0.539, 0.631, -0.251, 0.609, 0.525, 0.379, 0.470, 0.417, 0.448, 0.224, 0.457, 0.362, 0.716, 0.818, 0.651, 0.538, 0.343, 0.475, 0.287, 0.439, 0.459, 0.447, 0.459, 0.617, 0.185, -0.203, -0.515, -0.348, -0.728, -0.656, 0.506, 0.725, -0.384, -0.850, -0.264, 0.448, 0.406, 0.490, 0.171, -0.069, -0.244, -0.672, 0.874, -0.898, -1.150, 0.760, 2.568, -0.936, 0.291, 0.172, 0.577, 0.589, -1.043, 0.347, -1.424, 0.828, -1.350, -1.189